1.
Molecular formula: C21H64F6O17
Method: DFT, ωB97M-V/def2-TZVPD

Properties
Charge: -2
Gap between HOMO and LUMO (eV): 4.86
LUMO energy (eV): 3.5

Element x y z (Å)
C1 1.5865 1.0034 0.5585
O1 1.1450 -0.3836 0.3873
O2 2.7587 1.0628 1.0016
C2 1.3799 1.7496 -0.7618
F1 1.7592 3.0308 -0.6579
F2 2.0317 1.2015 -1.7998
F3 0.0623 1.8338 -1.1634
C3 -0.2404 -0.5534 0.2211
C4 -0.6873 -1.9249 0.7130
H1 -0.4546 -2.6573 -0.0709
H2 -0.1482 -2.2626 1.6000
H3 -1.7683 -1.9832 0.8638
H4 -0.4240 -0.4555 -0.8529
H5 -0.8842 0.1770 0.7326
H6 0.8424 1.4466 1.2753
C5 -0.5859 -0.3406 4.5425
O3 -0.3400 1.0444 5.0118
O4 0.4723 -0.9900 4.4181
C6 -1.4874 -0.9673 5.6149
F4 -2.6211 -0.2323 5.9005
F5 -1.9244 -2.1893 5.2431
F6 -0.8507 -1.1340 6.7926
C7 -1.1589 2.0504 4.4803
C8 -1.1196 3.2383 5.4397
H7 -0.1076 3.6763 5.4315
H8 -1.7183 4.0796 5.0555
H9 -1.3543 3.0040 6.4755
H10 -2.2094 1.7456 4.3970
H11 -0.7748 2.3909 3.5108
H12 -1.1838 -0.3064 3.5834
C9 -3.7650 -4.4007 -1.0296
O5 -4.1761 -5.1771 0.1027
H13 -4.5359 -3.6484 -1.2437
H14 -2.8140 -3.8919 -0.9083
H15 -3.6650 -5.0082 -1.9394
H16 -5.0478 -5.5368 -0.0668
C10 -2.0414 -4.4855 2.9678
O6 -2.3785 -5.6611 2.2416
H17 -2.7640 -4.2943 3.7742
H18 -1.0643 -4.5598 3.4399
H19 -2.0394 -3.5772 2.3628
H20 -2.9746 -5.3873 1.5278
C11 -4.5757 -1.6546 0.8751
O7 -4.4815 -0.8653 -0.3132
H21 -3.6123 -2.0914 1.1341
H22 -4.8307 -1.0408 1.7454
H23 -5.3124 -2.4535 0.7525
H24 -5.1369 -0.1679 -0.2586
C12 2.5734 5.9327 -1.9816
O8 3.4767 6.3583 -2.9694
H25 1.6745 6.5671 -1.8997
H26 2.1078 4.9613 -2.1914
H27 3.0047 5.8440 -0.9922
H28 3.0578 6.2440 -3.8239
C13 2.9110 -3.4486 0.8371
O9 2.8294 -2.2690 1.5716
H29 3.3819 -3.2983 -0.1533
H30 3.5764 -4.1202 1.3887
H31 1.9747 -3.9905 0.6085
H32 2.2292 -1.5982 1.1518
C14 -0.1386 -5.9742 -0.9754
O10 0.6679 -6.9265 -0.2945
H33 0.4831 -5.2668 -1.5291
H34 -0.8749 -6.4485 -1.6278
H35 -0.6661 -5.3213 -0.2721
H36 0.4216 -6.9023 0.6341
C15 0.8483 5.0551 1.6914
O11 -0.4667 5.2183 2.2379
H37 1.2067 4.0281 1.7696
H38 0.8555 5.3612 0.6426
H39 1.5868 5.7055 2.1731
H40 -0.3522 5.6931 3.0638
C16 -0.7158 4.2879 -3.4922
O12 -1.0951 5.6189 -3.1207
H41 -1.5035 3.8287 -4.1062
H42 0.1880 4.3230 -4.1105
H43 -0.5816 3.6455 -2.6296
H44 -1.2984 6.0758 -3.9400
C17 -2.3437 3.3440 0.1697
O13 -2.4496 3.2606 1.5774
H45 -3.0744 4.0731 -0.2132
H46 -1.3367 3.6977 -0.0665
H47 -2.5226 2.4002 -0.3417
H48 -1.8431 3.9143 1.9515
C18 -1.2507 -3.3829 -4.1518
O14 -1.2850 -3.1276 -2.7500
H49 -2.2181 -3.7523 -4.5177
H50 -1.0038 -2.4951 -4.7500
H51 -0.4680 -4.1069 -4.3710
H52 -2.0953 -2.6213 -2.6099
C19 4.8570 3.9306 0.0371
O15 4.4024 2.7769 -0.5964
H53 5.7153 3.7145 0.6961
H54 5.2486 4.6054 -0.7304
H55 4.0702 4.4190 0.6259
H56 3.8735 2.2439 0.0520
C20 1.8934 -2.5425 -2.7039
O16 2.4844 -2.6692 -4.0086
H57 2.6853 -2.4838 -1.9569
H58 1.3305 -1.6117 -2.6508
H59 1.2107 -3.3530 -2.4730
H60 2.8924 -1.8036 -4.1804
C21 4.1975 -0.0568 -5.8236
O17 3.7838 -0.2476 -4.4825
H61 5.2860 -0.1130 -5.9220
H62 3.8081 -0.8909 -6.4130
H63 3.7750 0.8564 -6.2532
H64 4.2351 0.3853 -3.9121

Forces on atoms 1 to 6 (eV/Å):
-1.7 0.1 1.2
-0.4 0.0 -0.1
2.9 0.6 -0.1
-0.6 -0.2 -0.6
0.0 0.4 0.0
0.1 0.1 -0.1

2.
Molecular formula: C21H64N6O11
Method: DFT, ωB97M-V/def2-TZVPD

Properties
Gap between HOMO and LUMO (eV): 8.36
LUMO energy (eV): -0.2

Element x y z (Å)
N1 -1.0095 1.3902 -5.3603
C1 -0.9570 2.3594 -4.5131
N2 -0.1468 2.1048 -3.5078
O1 -1.6499 3.5889 -4.6217
H1 -1.5598 1.4081 -6.1891
H2 -0.3765 0.5387 -5.3300
H3 0.1260 2.9051 -2.8688
H4 0.2228 1.1868 -3.2947
N3 0.1832 -1.4895 0.5243
C2 0.7696 -0.3680 0.3182
N4 -0.0176 0.6058 -0.1092
O2 2.1567 -0.2171 0.4727
H5 0.7689 -2.3048 0.5483
H6 -0.7901 -1.6643 0.7552
H7 0.4628 1.4733 -0.3683
H8 -1.0269 0.4641 -0.3341
N5 1.6534 -3.5974 0.4019
C3 2.2040 -3.6611 1.5738
N6 1.6506 -4.4919 2.3650
O3 3.2280 -2.8185 2.0067
H9 2.3026 -3.0972 -0.1627
H10 0.9756 -4.3063 0.0600
H11 2.0796 -4.5878 3.3083
H12 1.2159 -5.3213 2.0428
C4 -3.2633 -1.6647 0.5377
C5 -2.7733 -1.8472 -0.9150
C6 -2.2479 -3.2714 -1.1513
O4 -3.6014 -1.6788 -1.8447
H13 -3.6275 -0.6610 0.5359
H14 -2.5499 -1.7700 1.3749
H15 -4.1509 -2.2665 0.8240
H16 -1.9987 -1.0995 -1.0140
H17 -1.4101 -3.5172 -0.5254
H18 -1.7852 -3.3558 -2.1443
H19 -2.9457 -4.0788 -0.9877
H20 -3.3888 -0.8162 -2.1737
C7 -1.0322 0.2105 3.3312
C8 -1.9190 1.1401 2.4391
C9 -3.0374 1.8535 3.2524
O5 -1.3539 2.0961 1.8870
H21 -0.6368 -0.5765 2.7244
H22 -1.5680 -0.2645 4.1825
H23 -0.2621 0.8521 3.7267
H24 -2.2537 0.5741 1.6079
H25 -3.4865 1.2355 3.9507
H26 -3.8248 2.2749 2.6445
H27 -2.6929 2.6790 3.8765
H28 -0.7006 1.6679 1.3187
C10 2.7758 1.5568 4.5770
C11 2.4931 1.3627 3.0796
C12 1.5864 2.4338 2.5041
O6 3.5040 1.3305 2.2917
H29 1.9134 1.2201 5.1923
H30 3.1196 2.6358 4.7127
H31 3.6503 0.9718 4.9465
H32 2.0686 0.3916 2.8758
H33 1.2472 2.2023 1.5137
H34 2.1142 3.3949 2.4065
H35 0.6896 2.6849 3.1160
H36 3.2697 0.9197 1.4496
C13 -4.3410 1.9139 -0.3430
C14 -3.2732 2.1204 -1.3870
C15 -2.5085 3.4381 -1.1610
O7 -2.4498 1.2217 -1.6228
H37 -4.9430 2.7916 -0.2992
H38 -3.8893 1.7407 0.6134
H39 -4.9699 1.0460 -0.4731
H40 -3.8358 2.3198 -2.2939
H41 -1.9921 3.4738 -0.1804
H42 -3.1624 4.2576 -1.1051
H43 -1.8241 3.6436 -1.9525
H44 -1.8244 1.5770 -2.2426
C16 2.1742 -0.3164 -2.8565
C17 1.3413 -1.1510 -3.7610
C18 0.0874 -1.7191 -3.0402
O8 0.9649 -0.5862 -4.7919
H45 1.5671 0.4551 -2.4135
H46 3.1198 0.0558 -3.3003
H47 2.4869 -0.8873 -2.0255
H48 1.9105 -2.0234 -4.0630
H49 -0.4539 -2.2933 -3.7759
H50 -0.5892 -0.9656 -2.6718
H51 0.3816 -2.4519 -2.3235
H52 1.7902 -0.3052 -5.1517
C19 -1.5736 -4.2054 2.4366
O9 -0.6386 -3.2981 3.0121
H53 -1.4647 -5.1841 2.7875
H54 -1.4158 -4.3256 1.3329
H55 -2.5595 -3.7940 2.4727
H56 0.2642 -3.5359 2.6955
C20 2.5639 2.8657 -1.1130
O10 1.1894 2.9225 -0.8490
H57 2.9222 1.8204 -0.9905
H58 3.0810 3.5138 -0.4755
H59 2.7355 3.0634 -2.1222
H60 0.8321 3.7132 -1.2920
C21 5.6593 0.2344 -0.1401
O11 5.6990 -0.9764 0.6074
H61 5.8266 0.1053 -1.2003
H62 6.5028 0.8689 0.0835
H63 4.7299 0.7559 0.0091
H64 5.4922 -0.8201 1.5262

Forces on atoms 1 to 6 (eV/Å):
0.3 -3.8 -2.7
-3.7 7.6 -0.6
1.6 1.9 3.8
3.6 -6.4 0.6
-0.6 0.6 -0.2
-1.0 1.7 0.5

3.
Molecular formula: C21H64N8O11
Method: DFT, ωB97M-V/def2-TZVPD

Properties
Gap between HOMO and LUMO (eV): 6.18
LUMO energy (eV): -0.3

Element x y z (Å)
C1 13.0856 -15.3981 -15.9661
O1 11.7141 -15.7535 -15.8273
H1 13.4135 -15.8597 -16.7993
H2 13.6146 -15.7744 -15.1341
H3 13.3716 -14.3758 -15.9781
H4 11.6299 -16.7194 -15.8235
C2 13.6066 -11.8401 -21.9711
O2 12.5674 -11.3736 -21.1672
H5 13.4182 -12.8538 -22.0474
H6 14.5799 -11.5563 -21.4826
H7 13.6032 -11.3750 -22.9153
H8 12.4781 -10.4197 -21.3300
C3 10.5608 -12.4968 -19.2446
O3 11.6510 -12.0531 -18.5096
N1 9.6449 -11.7638 -19.8126
N2 9.6256 -13.0998 -18.6563
H9 9.7968 -11.7610 -20.9060
H10 10.0336 -10.7363 -19.8408
H11 9.7758 -14.0646 -19.2604
H12 9.8840 -13.4777 -17.6309
C4 5.9606 -12.9450 -20.3395
O4 4.7317 -13.1261 -19.6828
N3 6.9574 -13.6001 -19.7961
N4 6.7754 -11.8903 -20.3394
H13 6.5955 -14.5440 -19.4034
H14 7.3846 -14.0158 -20.6511
H15 5.9852 -11.1495 -20.5792
H16 7.0777 -11.7121 -21.3639
C5 8.7690 -12.5647 -22.7422
O5 8.5038 -13.9044 -22.6359
N5 7.8536 -11.6877 -22.8516
N6 9.9154 -12.0194 -22.3926
H17 7.0496 -12.0343 -23.4593
H18 7.9331 -10.6350 -22.8421
H19 10.8587 -12.4881 -22.3538
H20 9.9891 -11.0254 -22.6937
C6 8.7136 -14.9486 -16.3535
O6 8.9538 -16.1667 -16.9697
N7 7.5240 -14.5642 -16.1151
N8 9.6119 -14.0821 -16.2107
H21 6.6425 -15.0404 -16.4449
H22 7.3395 -14.2343 -15.1456
H23 10.5659 -14.5859 -16.0754
H24 9.5430 -13.2308 -15.6389
C7 12.7861 -19.3755 -17.6568
C8 11.9411 -19.1707 -16.3946
C9 12.8637 -18.7401 -15.1639
O7 11.1215 -18.2721 -16.6185
H25 13.4994 -20.1522 -17.3908
H26 13.3203 -18.5139 -17.9121
H27 12.0178 -19.6305 -18.4589
H28 11.4084 -20.1064 -16.1750
H29 12.1819 -18.5334 -14.3525
H30 13.4089 -17.8524 -15.2795
H31 13.4916 -19.5643 -14.9232
H32 10.3390 -18.5862 -17.1120
C10 16.0752 -11.7553 -18.8591
C11 14.8118 -12.2650 -18.1829
C12 14.4631 -13.6095 -18.5930
O8 14.8521 -12.1734 -16.9168
H33 16.1796 -10.7384 -18.8034
H34 16.1799 -11.9675 -19.9264
H35 16.9484 -12.1045 -18.3031
H36 14.0389 -11.5733 -18.6593
H37 14.3770 -13.7106 -19.6788
H38 13.4766 -13.8113 -18.1018
H39 15.2092 -14.3488 -18.3183
H40 14.1410 -11.6321 -16.4986
C13 11.6408 -14.9445 -21.4154
C14 10.7916 -15.6781 -20.3818
C15 11.6872 -15.8697 -19.1369
O9 9.6277 -15.2915 -20.0925
H41 12.5921 -15.4396 -21.5415
H42 11.7900 -14.0185 -20.9451
H43 11.2315 -14.8820 -22.3893
H44 10.6550 -16.7662 -20.7847
H45 11.8907 -14.8693 -18.6808
H46 12.7362 -16.2834 -19.3629
H47 11.2627 -16.4598 -18.2588
H48 9.0373 -15.9712 -20.5333
C16 15.8779 -17.1322 -17.5310
C17 16.4378 -16.3728 -16.4408
C18 16.3886 -17.1670 -15.1953
O10 17.6259 -16.0064 -16.5366
H49 15.2088 -16.4692 -18.0750
H50 15.2544 -17.9885 -17.1615
H51 16.6158 -17.3392 -18.3581
H52 15.8712 -15.3995 -16.4160
H53 15.4197 -17.3780 -14.8218
H54 16.8052 -16.5496 -14.4130
H55 16.8766 -18.1260 -15.2982
H56 18.2088 -16.7016 -16.4323
C19 5.0782 -17.2230 -20.2750
C20 6.5743 -17.1827 -20.2215
C21 7.3122 -16.9764 -21.5034
O11 7.1246 -16.4694 -19.3449
H57 4.8624 -16.5310 -21.0280
H58 4.6416 -16.6683 -19.4560
H59 4.6870 -18.2159 -20.5137
H60 6.7540 -18.1896 -19.9945
H61 8.3623 -17.3286 -21.5352
H62 7.3516 -15.9991 -21.8346
H63 6.7521 -17.5975 -22.1996
H64 7.3513 -17.0662 -18.6526

Forces on atoms 1 to 6 (eV/Å):
-1.3 -0.3 2.1
0.2 1.3 0.6
1.5 -1.3 -3.0
0.9 -0.6 1.1
-0.8 1.2 -0.3
-0.4 0.3 -0.4

4.
Molecular formula: C21H64O11
Method: DFT, ωB97M-V/def2-TZVPD

Properties
Gap between HOMO and LUMO (eV): 9.79
LUMO energy (eV): 0.2

Element x y z (Å)
C1 0.2371 -4.4972 -2.0323
C2 1.3335 -4.1696 -3.0188
C3 2.0691 -2.9021 -2.6114
O1 2.2673 -5.2829 -3.0306
H1 -0.7075 -3.9533 -2.0320
H2 0.6380 -4.5048 -1.0188
H3 -0.0630 -5.5339 -2.1846
H4 0.9317 -4.0706 -4.0272
H5 2.5498 -2.5547 -3.5259
H6 2.8552 -3.1129 -1.8863
H7 1.3572 -2.1440 -2.2849
H8 1.7328 -6.0006 -3.3781
C4 3.5488 -2.5865 0.9746
C5 4.3801 -2.3208 2.2476
C6 5.1673 -0.9888 2.0461
O2 3.4915 -2.3354 3.3505
H9 2.9497 -1.6942 0.7928
H10 2.8177 -3.3909 1.0559
H11 4.1903 -2.8868 0.1461
H12 5.0801 -3.1513 2.3392
H13 5.8844 -0.7723 2.8379
H14 4.4778 -0.1498 2.1393
H15 5.7051 -0.9904 1.0980
H16 2.9979 -1.5164 3.2654
C7 3.5268 4.3091 -3.1578
C8 2.0052 4.3425 -3.0149
C9 1.3870 3.1845 -2.2806
O3 1.7114 5.5470 -2.3782
H17 3.8498 5.1661 -3.7489
H18 3.8686 3.3770 -3.6077
H19 3.9798 4.3953 -2.1701
H20 1.6209 4.4696 -4.0270
H21 1.8423 2.2481 -2.6030
H22 0.3317 3.1016 -2.5406
H23 1.5624 3.3259 -1.2142
H24 2.1615 6.2679 -2.8246
C10 -0.5294 -1.4276 0.8587
C11 -0.7016 0.0651 0.4176
C12 -1.1834 0.2333 -0.9996
O4 -1.6236 0.6486 1.2656
H25 0.2473 -1.8962 0.2544
H26 -1.4943 -1.9278 0.7762
H27 -0.1796 -1.5516 1.8836
H28 0.2662 0.5639 0.4701
H29 -1.3009 1.2969 -1.2070
H30 -2.0961 -0.3357 -1.1763
H31 -0.3981 -0.1238 -1.6658
H32 -2.3125 -0.0040 1.4111
C13 -1.1476 3.2260 4.2762
C14 -2.6444 2.8994 4.4148
C15 -2.9773 1.4462 4.6108
O5 -3.1186 3.7226 5.4574
H33 -0.7155 2.6625 3.4493
H34 -0.5733 2.9007 5.1436
H35 -1.0112 4.2729 4.0051
H36 -3.0386 3.2153 3.4490
H37 -4.0400 1.2095 4.5580
H38 -2.4603 1.1218 5.5139
H39 -2.5480 0.7781 3.8642
H40 -2.6570 3.5398 6.2790
C16 0.1093 0.6289 -5.1672
O6 -0.9244 0.2582 -6.1227
H41 -0.0564 0.2121 -4.1737
H42 1.0819 0.2895 -5.5236
H43 0.1265 1.7086 -5.0190
H44 -1.7311 0.5170 -5.6712
C17 1.6068 0.9041 3.0099
O7 1.8083 -0.3380 3.5796
H45 0.5794 1.0537 2.6782
H46 1.9137 1.6911 3.6989
H47 2.1794 1.1027 2.1039
H48 1.0987 -0.4520 4.2160
C18 -0.8595 -4.8479 2.0283
O8 -1.6926 -5.2825 1.0176
H49 -1.0308 -3.7758 2.1250
H50 -1.1185 -5.3171 2.9774
H51 0.1868 -5.0932 1.8461
H52 -1.7078 -6.2424 1.0219
C19 -4.2681 -2.0622 0.6004
O9 -3.7695 -1.1482 1.5893
H53 -4.3457 -1.7434 -0.4391
H54 -3.7888 -3.0404 0.5599
H55 -5.2997 -2.2297 0.9099
H56 -3.8430 -1.5603 2.4533
C20 -1.4975 3.9897 0.5051
O10 -2.6741 3.1816 0.6267
H57 -1.0398 3.7785 -0.4613
H58 -1.6310 5.0700 0.5633
H59 -0.7733 3.6099 1.2258
H60 -2.3525 2.3118 0.8751
C21 -3.8696 1.0891 -3.6261
O11 -2.8688 1.5647 -4.5468
H61 -4.0617 0.0173 -3.6769
H62 -3.5099 1.2680 -2.6129
H63 -4.7704 1.6488 -3.8780
H64 -2.7071 2.4776 -4.2977

Forces on atoms 1 to 6 (eV/Å):
-0.4 -1.1 0.5
0.0 -0.1 0.7
0.2 -0.4 -1.2
-0.4 0.8 -0.1
0.3 0.5 -0.3
0.1 0.3 0.1